Molecular formula: C37H43FNO5P
Method: DFT, ωB97M-V/def2-TZVPD

Last columns: bonded neighbours and bond lengths (Å).
Geometry (Å):
1 C 5.748 -1.972 0.054  C2 1.552, H22 1.089, H23 1.094, H24 1.088
2 C 5.599 -1.603 -1.446  C1 1.552, C3 1.523, H25 1.092, H26 1.094
3 C 5.596 -0.103 -1.709  C2 1.523, O4 1.440, H27 1.096, H28 1.091
4 O 4.441 0.600 -1.216  C3 1.440, C5 1.330
5 C 3.278 0.039 -1.537  O4 1.330, C6 1.321, C20 1.517
6 C 2.755 -0.059 -2.746  C5 1.321, P7 1.854, C10 1.491
7 P 3.626 0.585 -4.251  C6 1.854, O8 1.638, O9 1.648
8 O 2.504 0.925 -5.395  P7 1.638, H29 0.967
9 O 4.195 2.074 -3.833  P7 1.648, H30 0.974
10 C 1.429 -0.713 -2.937  C6 1.491, O11 1.176, C12 1.512
11 O 1.044 -0.999 -4.011  C10 1.176
12 C 0.551 -0.992 -1.739  C10 1.512, N13 1.422, C16 1.313
13 N -0.789 -1.393 -1.998  C12 1.422, C14 1.505, H31 1.021
14 C -0.779 -2.864 -2.320  N13 1.505, C15 1.521, H32 1.098, H33 1.092
15 C -0.641 -3.756 -1.096  C14 1.521, H34 1.090, H35 1.095, H36 1.090
16 C 1.028 -0.863 -0.522  C12 1.313, C17 1.507, C20 1.493
17 C 0.225 -1.059 0.738  C16 1.507, C18 1.550, H37 1.086, H38 1.090
18 C -0.995 -0.103 0.728  C17 1.550, F19 1.375, H39 1.091, H40 1.087
19 F -2.174 -0.794 0.875  C18 1.375
20 C 2.467 -0.494 -0.372  C5 1.517, C16 1.493, O21 1.188
21 O 2.994 -0.578 0.690  C20 1.188
22 H 6.062 -1.119 0.654  C1 1.089
23 H 6.565 -2.696 0.140  C1 1.094
24 H 4.867 -2.470 0.454  C1 1.088
25 H 4.774 -2.143 -1.917  C2 1.092
26 H 6.506 -1.984 -1.925  C2 1.094
27 H 5.802 0.085 -2.769  C3 1.096
28 H 6.447 0.313 -1.169  C3 1.091
29 H 2.353 0.153 -5.957  O8 0.967
30 H 3.448 2.548 -3.427  O9 0.974
31 H -1.010 -0.949 -2.889  N13 1.021
32 H 0.052 -3.106 -2.995  C14 1.098
33 H -1.695 -3.068 -2.877  C14 1.092
34 H -0.698 -4.809 -1.370  C15 1.090
35 H -1.447 -3.516 -0.395  C15 1.095
36 H 0.294 -3.576 -0.564  C15 1.090
37 H -0.076 -2.086 0.924  C17 1.086
38 H 0.836 -0.759 1.590  C17 1.090
39 H -0.883 0.638 1.521  C18 1.091
40 H -1.023 0.442 -0.213  C18 1.087
41 C -3.100 4.530 -1.528  C42 1.388, C46 1.388, H47 1.083
42 C -2.156 5.530 -1.338  C41 1.388, C43 1.388, H48 1.083
43 C -0.804 5.247 -1.481  C42 1.388, C44 1.388, H49 1.083
44 C -0.397 3.961 -1.809  C43 1.388, C45 1.388, H50 1.083
45 C -1.340 2.960 -1.990  C44 1.388, C46 1.388, H51 1.084
46 C -2.692 3.243 -1.851  C41 1.388, C45 1.388, H52 1.083
47 H -4.154 4.754 -1.422  C41 1.083
48 H -2.474 6.533 -1.080  C42 1.083
49 H -0.068 6.028 -1.336  C43 1.083
50 H 0.658 3.739 -1.923  C44 1.083
51 H -1.022 1.954 -2.241  C45 1.084
52 H -3.428 2.461 -1.994  C46 1.083
53 C 4.437 -6.481 -0.829  C54 1.388, C58 1.388, H59 1.083
54 C 5.032 -7.566 -0.201  C53 1.388, C55 1.388, H60 1.083
55 C 4.916 -7.723 1.173  C54 1.388, C56 1.388, H61 1.083
56 C 4.208 -6.792 1.921  C55 1.388, C57 1.388, H62 1.083
57 C 3.619 -5.702 1.294  C56 1.388, C58 1.388, H63 1.083
58 C 3.732 -5.548 -0.081  C53 1.388, C57 1.388, H64 1.084
59 H 4.522 -6.362 -1.902  C53 1.083
60 H 5.587 -8.291 -0.784  C54 1.083
61 H 5.379 -8.571 1.662  C55 1.083
62 H 4.116 -6.915 2.992  C56 1.083
63 H 3.071 -4.973 1.877  C57 1.083
64 H 3.271 -4.698 -0.570  C58 1.084
65 C -5.747 8.373 2.273  C66 1.388, C70 1.388, H71 1.083
66 C -4.803 9.373 2.462  C65 1.388, C67 1.388, H72 1.083
67 C -3.452 9.089 2.319  C66 1.388, C68 1.388, H73 1.083
68 C -3.043 7.804 1.991  C67 1.388, C69 1.388, H74 1.083
69 C -3.987 6.801 1.811  C68 1.388, C70 1.388, H75 1.083
70 C -5.338 7.086 1.950  C65 1.388, C69 1.388, H76 1.083
71 H -6.801 8.596 2.378  C65 1.083
72 H -5.121 10.375 2.720  C66 1.083
73 H -2.716 9.871 2.464  C67 1.083
74 H -1.989 7.582 1.877  C68 1.083
75 H -3.668 5.797 1.560  C69 1.083
76 H -6.074 6.304 1.807  C70 1.083
77 C -4.500 -1.398 2.787  C78 1.389, C82 1.388, H83 1.079
78 C -5.648 -0.939 3.420  C77 1.389, C79 1.389, H84 1.083
79 C -6.266 -1.717 4.391  C78 1.389, C80 1.388, H85 1.083
80 C -5.738 -2.956 4.725  C79 1.388, C81 1.388, H86 1.083
81 C -4.596 -3.419 4.086  C80 1.388, C82 1.389, H87 1.083
82 C -3.977 -2.640 3.118  C77 1.388, C81 1.389, H88 1.083
83 H -4.016 -0.792 2.037  C77 1.079
84 H -6.061 0.027 3.158  C78 1.083
85 H -7.159 -1.356 4.887  C79 1.083
86 H -6.218 -3.562 5.484  C80 1.083
87 H -4.188 -4.389 4.343  C81 1.083
88 H -3.084 -3.000 2.621  C82 1.083

Output
- Net charge: 0
- Strongest force on any atom: 3.48 eV/A
- Orbital gap: 7.37 eV
- Multiplicity: 1
- SMILES string: CCCOC1=C(P(O)O)C(=O)C(NCC)=C(CCF)C1=O.c1ccccc1.c1ccccc1.c1ccccc1.c1ccccc1
- Energy above the lowest of the compared OMol25 structures with the same formula, charge and spin: 52.34 kJ/mol
- DFT total energy: -62799.1928 eV

Results of the Löwdin charge analysis, in e, for atoms 1 through 6: -0.09, -0.21, -0.19, -0.02, -0.26, -0.17